Version i
A molecular structure, C21H27N3O3, computed with ωB97M-V with the def2-TZVPD basis set.

* gap between HOMO and LUMO: 0.3331 Eh
* HOMO energy: -8.6 eV
* E_LUMO: 0.42 eV

Each line ends with the natural charge from an NBO analysis.
Atoms and positions in Å:
O 0.96 -0.45 2.18  -0.673
O -0.10 -3.17 -1.29  -0.547
O -2.81 -3.74 0.73  -0.604
N 0.07 -1.91 0.80  -0.438
N -2.56 -1.51 -0.06  -0.458
N 1.56 -1.42 -1.07  -0.666
C 1.70 0.84 -0.53  -0.285
C -5.08 -0.68 -0.30  -0.448
C -3.17 0.63 -0.17  -0.020
C 4.51 -1.11 -0.45  -0.373
C -3.77 3.04 0.28  -0.197
C -2.83 2.04 0.17  -0.177
C -2.11 -2.70 0.62  0.678
C -5.51 1.62 -0.26  -0.165
C -3.99 -1.64 -0.98  -0.193
C 0.96 -0.82 0.86  0.690
C 1.98 -0.87 0.00  -0.035
C -0.95 -2.44 1.44  -0.335
C 2.22 1.90 0.75  -0.332
C 3.78 2.35 0.25  -0.261
C 0.37 -2.37 -0.58  0.807
C -4.52 0.49 -0.17  -0.056
C 3.32 -1.09 0.42  -0.395
C 4.91 1.55 0.13  -0.513
C 4.96 0.61 -0.91  -0.353
C -5.05 2.92 -0.15  -0.242
C -2.10 -0.31 -0.03  -0.258
H -1.66 -0.06 1.05  0.236
H 0.81 0.83 -0.54  0.136
H 3.58 -0.41 1.44  0.220
H -5.79 3.65 0.05  0.219
H 3.31 -2.06 0.84  0.221
H 4.29 0.70 -1.94  0.199
H 1.98 -1.56 -1.99  0.427
H -5.96 -0.96 -0.84  0.237
H 2.33 1.37 1.54  0.212
H 4.31 -1.71 -1.28  0.192
H 5.42 -1.35 0.05  0.215
H -5.32 -1.29 0.53  0.242
H 2.41 0.83 -1.46  0.216
H -1.55 -0.14 -0.98  0.195
H -6.48 1.21 -0.23  0.206
H -3.61 -1.58 -2.00  0.208
H 5.92 0.33 -1.10  0.199
H 5.67 2.21 0.00  0.225
H -4.14 -2.70 -0.87  0.239
H 4.92 1.20 1.21  0.215
H -1.75 2.38 0.35  0.214
H 1.60 2.51 0.59  0.170
H -1.01 -2.02 2.38  0.280
H 4.04 3.12 0.80  0.179
H 3.63 2.94 -1.02  0.107
H -3.23 4.29 0.16  0.196
H -0.48 -3.50 1.59  0.246

***

Version ii
C21H27N3O3 in the gas phase, computed with ωB97M-V with the def2-TZVPD basis set.

* gap between HOMO and LUMO: 0.3043 Eh
* HOMO energy: -7.7 eV
* E_LUMO: 0.62 eV
* structure (SMILES): COc1ccc(OC)c(NC(=O)CCN2CCN(c3ccccc3)CC2)c1

Each line ends with the natural charge from an NBO analysis.
Atoms and positions in Å:
O -4.12 0.88 -0.94  -0.524
O -0.97 -2.52 0.56  -0.615
O -1.48 -2.62 -4.31  -0.494
N 2.42 0.94 1.48  -0.467
N -0.22 0.63 2.41  -0.456
N -2.58 -0.96 0.14  -0.633
C -1.89 -1.30 2.41  -0.528
C 3.74 1.16 1.08  0.271
C 0.05 0.84 1.00  -0.234
C 6.04 0.42 1.05  -0.190
C -2.66 -0.95 -1.26  0.203
C 1.34 1.65 0.85  -0.206
C -3.50 0.03 -1.83  0.222
C 6.38 1.46 0.20  -0.253
C -1.74 -1.67 0.94  0.689
C 2.14 0.69 2.88  -0.212
C -1.55 0.17 2.73  -0.190
C -2.94 -0.82 -4.01  -0.252
C -4.97 1.87 -1.47  -0.246
C -2.11 -1.79 -3.44  0.305
C 5.40 2.34 -0.21  -0.187
C -3.63 0.07 -3.21  -0.271
C -0.62 -3.61 -3.79  -0.253
C 4.74 0.27 1.48  -0.277
C -1.98 -1.85 -2.06  -0.351
C 4.10 2.20 0.22  -0.302
C 0.86 -0.12 3.01  -0.233
H -1.25 -1.96 2.98  0.233
H 2.97 0.16 3.34  0.211
H 1.00 -1.10 2.51  0.184
H 6.80 -0.28 1.37  0.210
H 0.20 -3.17 -3.22  0.180
H 0.18 -0.11 0.47  0.185
H 2.00 1.65 3.41  0.177
H -5.81 1.44 -2.02  0.178
H 4.49 -0.57 2.12  0.209
H -1.68 0.31 3.81  0.203
H -0.22 -4.14 -4.65  0.198
H -5.35 2.42 -0.60  0.199
H 3.36 2.92 -0.10  0.211
H -1.16 -4.31 -3.14  0.178
H 1.19 2.65 1.31  0.173
H 5.65 3.16 -0.87  0.210
H -2.93 -1.48 2.71  0.228
H 0.63 -0.29 4.07  0.200
H -0.78 1.39 0.55  0.202
H -4.26 0.81 -3.68  0.221
H -3.04 -0.79 -5.08  0.222
H -1.35 -2.57 -1.58  0.266
H -2.25 0.84 2.23  0.189
H -3.18 -0.27 0.57  0.416
H 7.40 1.58 -0.14  0.211
H -4.42 2.56 -2.12  0.178
H 1.55 1.77 -0.21  0.211

***

Of all the structures shown, which is most stable? version ii, and version i is the least stable.